1.
Below is a cluster of 5 separate species, C14H27NO4 in total at a distorted geometry, with properties calculated with the ωB97M-V functional and the def2-TZVPD basis.

XYZ file:
```
46
Properties=species:S:1:pos:R:3:forces:R:3
C 3.70954 1.51948 2.08111 0.41 0.52 -0.16
C 4.41079 2.71480 1.59129 -0.32 -0.53 0.16
N 4.96171 3.64580 1.21938 0.23 0.34 -0.08
H 4.08067 1.29325 3.07914 -0.14 -0.08 0.04
H 3.91877 0.69730 1.40286 -0.11 -0.04 0.00
H 2.64339 1.72713 2.09137 -0.04 -0.15 0.05
C 3.26852 -2.62339 2.17371 0.44 0.62 -0.10
C 1.88034 -2.97853 1.74692 -1.13 -0.62 0.12
O 1.00392 -2.14459 1.67346 0.31 0.04 -0.06
C 1.56132 -4.44016 1.45964 0.96 -0.47 0.19
H 4.02254 -3.02647 1.49437 -0.07 0.01 -0.07
H 3.53949 -2.97380 3.17096 -0.32 -0.25 0.01
H 3.31618 -1.53475 2.19471 0.19 -0.04 -0.07
H 0.58545 -4.76168 1.81056 -0.15 0.36 -0.01
H 2.31793 -5.07513 1.93552 -0.12 0.05 0.06
H 1.64720 -4.68698 0.39880 -0.12 0.34 -0.09
C -3.07978 1.51720 -3.29106 -0.41 -0.10 0.25
C -2.97784 0.19367 -2.55612 0.23 0.34 0.17
O -1.90311 -0.22049 -2.18358 0.08 0.02 0.05
C -4.23011 -0.62484 -2.32669 0.54 0.33 -0.39
H -2.16927 2.09596 -3.19194 0.19 -0.12 -0.06
H -3.90013 2.11214 -2.88378 -0.09 -0.07 -0.09
H -3.28967 1.33386 -4.34607 -0.02 0.02 -0.02
H -4.48311 -1.00549 -3.32057 -0.26 -0.25 0.17
H -5.06770 -0.03688 -1.95816 -0.01 0.05 0.01
H -3.95470 -1.42196 -1.64348 -0.25 -0.17 -0.07
C 1.50536 -0.18570 -1.23228 -0.97 -0.06 -1.14
C 1.75862 1.27599 -1.41521 -0.01 0.30 0.47
O 2.55534 1.84874 -0.71187 0.40 0.24 0.16
C 0.96773 2.03127 -2.44120 0.33 0.06 -0.95
H 2.42411 -0.73695 -1.06849 -0.03 -0.02 0.37
H 0.99436 -0.55009 -2.12945 0.20 -0.24 0.05
H 0.74666 -0.29872 -0.45584 0.38 -0.17 0.34
H -0.10569 1.95407 -2.30238 -0.11 -0.07 0.25
H 1.16373 1.60170 -3.43125 -0.07 -0.18 0.10
H 1.30363 3.06396 -2.51162 -0.14 0.04 0.37
C -3.61884 1.36503 1.11649 -0.91 -0.61 0.33
C -2.71518 0.79213 2.16982 0.48 -0.21 -0.44
O -3.09248 0.59851 3.29375 -0.28 0.01 0.56
C -1.32770 0.43718 1.73768 1.26 0.24 0.31
H -3.37307 2.38626 0.83796 0.16 -0.03 -0.15
H -4.62572 1.31275 1.53784 0.02 0.35 -0.12
H -3.60887 0.67882 0.26772 0.21 0.31 -0.27
H -0.74446 0.00470 2.55129 -0.30 -0.15 0.07
H -0.78150 1.35516 1.48347 -0.21 0.03 -0.23
H -1.23836 -0.23027 0.88123 -0.39 0.04 -0.10
```
Positions in Å, forces in eV/Å.

Values from the calculation:
* SMILES: CC(C)=O.CC(C)=O.CC(C)=O.CC(C)=O.CC#N
* energy above the lowest of the compared OMol25 structures with the same formula, charge and spin: 7.6 kJ/mol
* electronic energy: -24635.1970 eV

***

2.
Below is a structure of composition C20H45InO16P at a distorted geometry, with properties calculated with the ωB97M-V functional and the def2-TZVPD basis.

XYZ file:
```
83
Properties=species:S:1:pos:R:3:forces:R:3
O -3.65001 0.01406 1.88230 0.47 -0.45 -0.86
P -2.89450 -0.14452 0.55493 -0.47 1.18 1.39
In -1.64704 1.95152 -0.27544 0.52 0.27 -0.37
H -1.91271 -1.19262 0.62969 -0.50 -0.21 -0.36
H -3.81970 -0.54379 -0.46407 0.43 -0.47 -0.02
H 0.12016 1.65392 -0.05017 -0.44 0.02 0.09
H -2.23453 3.37509 0.61696 0.04 -0.30 -0.14
H -1.94776 2.01191 -2.04051 -0.06 0.01 0.27
C 2.64322 7.21553 0.43634 -0.10 0.11 -0.16
C 2.95961 5.76246 0.14790 0.19 0.16 0.40
O 2.01431 5.19518 -0.75999 0.04 -0.02 0.15
C 2.22121 5.47520 -2.04049 -0.26 -0.43 0.16
O 3.13060 6.11869 -2.49122 0.32 0.33 -0.19
O 1.25958 4.88556 -2.73913 -0.07 0.01 -0.16
C 1.32642 5.12159 -4.14155 -0.15 -0.09 -0.29
H 1.61302 7.31823 0.77861 0.02 -0.06 0.09
H 3.31078 7.60584 1.20543 0.00 -0.03 0.02
H 2.75628 7.82584 -0.45963 0.08 -0.04 -0.01
H 2.87732 5.17277 1.05918 -0.13 -0.10 -0.07
H 3.97240 5.64087 -0.23746 -0.05 0.04 -0.13
H 2.31157 4.87912 -4.53540 0.05 0.09 0.06
H 1.07692 6.15936 -4.36150 0.11 0.02 -0.01
H 0.58816 4.47124 -4.60185 -0.06 -0.04 0.15
C 3.29922 1.71034 -0.25292 0.01 -0.21 0.10
C 4.69658 1.30960 0.17518 -0.11 0.52 -0.34
O 4.66292 0.32080 1.21492 0.05 0.11 0.07
C 4.46372 -0.92380 0.79934 0.28 0.22 0.33
O 4.39322 -1.29241 -0.33804 -0.12 -0.20 -0.47
O 4.41019 -1.70816 1.87536 -0.05 -0.19 0.14
C 4.16062 -3.08009 1.57449 -0.06 -0.30 0.15
H 2.70715 2.02389 0.60604 0.00 0.08 -0.03
H 3.33861 2.53126 -0.96971 0.01 0.01 0.01
H 2.77414 0.87756 -0.71669 0.01 0.01 -0.05
H 5.21734 2.16511 0.60439 0.03 -0.10 0.17
H 5.29018 0.94916 -0.66561 -0.06 -0.15 0.05
H 4.86919 -3.45741 0.83997 -0.05 0.07 -0.08
H 3.14060 -3.20617 1.21419 0.04 0.00 -0.11
H 4.28289 -3.63363 2.50225 0.01 0.13 0.07
C -4.46970 -3.50572 -0.36255 0.11 -0.30 -0.05
C -5.19650 -3.21055 -1.65646 -0.13 0.36 0.49
O -4.54289 -3.82312 -2.78130 0.02 0.02 -0.02
C -4.80425 -5.10918 -2.95631 -0.01 0.56 -0.24
O -5.56022 -5.78176 -2.31244 -0.21 -0.39 0.29
O -4.11339 -5.52433 -4.01974 0.13 -0.20 -0.17
C -4.28371 -6.90829 -4.30852 0.08 -0.20 -0.18
H -3.42106 -3.22044 -0.44157 -0.03 0.14 0.02
H -4.91894 -2.95333 0.46255 0.03 0.07 -0.03
H -4.50455 -4.57037 -0.12715 -0.11 0.00 -0.02
H -5.18071 -2.14070 -1.85508 0.12 -0.04 -0.16
H -6.23918 -3.52522 -1.61329 0.06 -0.15 -0.07
H -5.33767 -7.16704 -4.38817 -0.01 0.01 0.11
H -3.80511 -7.51535 -3.54087 -0.10 -0.03 0.04
H -3.79827 -7.09251 -5.26332 0.06 0.14 0.01
C -7.51984 6.59687 -4.00118 -0.11 -0.11 0.13
C -6.05493 6.83132 -3.69416 -0.13 0.11 -0.40
O -5.81239 6.83571 -2.28695 0.02 0.26 -0.12
C -5.72804 5.62159 -1.73677 0.25 0.19 0.42
O -5.81357 4.58120 -2.32179 -0.17 -0.42 -0.28
O -5.51516 5.77939 -0.43729 -0.01 0.02 0.11
C -5.40070 4.55072 0.29508 -0.01 -0.30 0.26
H -8.14069 7.31928 -3.46909 0.03 0.08 -0.06
H -7.70600 6.69297 -5.07158 0.02 0.02 -0.01
H -7.82899 5.60067 -3.68644 0.07 -0.03 -0.05
H -5.75008 7.81543 -4.04779 0.04 0.05 0.15
H -5.42102 6.09126 -4.18202 -0.03 -0.09 0.10
H -4.64810 3.89702 -0.13679 -0.01 0.03 -0.09
H -6.36646 4.04674 0.33150 0.03 -0.03 -0.11
H -5.09801 4.80648 1.30571 0.02 0.19 -0.06
C 5.29051 -9.33555 5.04720 -0.14 0.12 0.11
C 6.40417 -8.43700 4.55047 0.07 -0.49 -0.06
O 5.95290 -7.08820 4.38891 0.06 -0.08 -0.16
C 5.89759 -6.37810 5.51145 -0.04 0.19 -0.38
O 6.21916 -6.75288 6.60352 0.09 -0.17 0.47
O 5.43913 -5.16902 5.20417 -0.05 0.15 0.01
C 5.27994 -4.30301 6.32869 -0.09 0.33 0.11
H 4.41959 -9.25775 4.39552 0.05 -0.05 -0.07
H 5.62083 -10.37419 5.07062 0.02 0.00 -0.03
H 4.97756 -9.05173 6.05157 0.08 -0.01 0.02
H 6.73102 -8.75597 3.56233 -0.05 0.16 -0.07
H 7.26922 -8.46690 5.21252 -0.07 0.10 0.08
H 6.19494 -4.24740 6.91429 -0.01 -0.11 0.02
H 4.45351 -4.64280 6.95114 0.07 -0.06 0.06
H 5.04815 -3.31736 5.93527 -0.02 -0.07 -0.14
```
Positions in Å, forces in eV/Å.

Values from the calculation:
* net charge: -1
* electronic energy: -68693.0972 eV